1.
A structure of composition CBrIOS at a distorted geometry, computed with wB97M-V/def2-TZVPD.

Geometry (Å):
O1 -0.09 1.42 0.14
I1 2.52 -0.21 0.04
S1 -0.48 -1.19 -0.21
Br1 -2.39 -0.29 0.06
C1 0.44 0.27 -0.03

Computed properties:
- energy above the lowest of the compared OMol25 structures with the same formula, charge and spin (kcal per mole) = 9.8
- total charge = 0
- electronic energy (Eh) = -3383.2251
- largest force on an atom (eV Å⁻¹) = 6.213

2.
An isolated molecule of C28H28FN3O4S, computed with wB97M-V/def2-TZVPD.

Geometry (Å):
C1 4.08 -2.01 1.14
C2 1.04 -2.79 1.10
H1 -0.81 2.90 -2.00
N1 -3.61 4.03 -0.77
C3 -1.07 -1.73 1.47
H2 2.86 -2.97 -1.95
H3 4.28 -0.91 -1.00
H4 2.28 -5.46 3.69
O1 2.86 -4.30 -0.10
H5 -1.43 5.24 -1.83
O2 1.21 -5.40 1.36
H6 -1.14 3.83 0.41
H7 -0.27 0.52 -3.47
H8 -1.94 4.86 -3.48
H9 -2.43 3.01 1.31
H10 1.20 -3.49 -3.69
C4 -5.85 2.90 -1.11
C5 -0.49 -0.49 1.25
H11 3.27 0.43 -0.42
N2 -0.98 1.77 0.57
C6 0.36 -1.53 -3.70
C7 -2.09 4.62 -2.43
H12 -6.09 3.41 -2.04
C8 0.41 -0.26 -3.16
C9 2.27 -0.94 -1.74
S1 2.05 -4.27 1.08
H13 -5.39 1.95 -1.35
F1 1.38 1.26 -1.65
C10 3.86 -2.76 2.42
C11 1.24 -2.50 -3.27
C12 2.19 -2.21 -2.30
H14 -6.78 2.71 -0.58
C13 -1.79 2.95 0.43
H15 -5.40 4.72 -0.04
H16 -3.78 5.85 -1.77
C14 2.93 -4.60 3.68
O3 5.21 -1.84 0.73
C15 3.27 -0.64 -0.67
H17 -2.27 2.53 -2.92
C16 -0.30 -2.88 1.40
C17 3.05 -3.88 2.51
C18 4.50 -3.11 4.71
H18 -0.72 -3.86 1.56
C19 -2.67 2.92 -0.83
O4 -2.35 0.75 2.06
C20 1.66 -1.55 0.90
H19 -4.22 4.45 -2.77
H20 -0.24 1.64 -0.11
C21 -1.37 0.72 1.34
C22 -4.92 3.76 -0.23
C23 -3.53 4.81 -1.99
C24 3.66 -4.22 4.79
H21 -4.78 3.25 0.73
H22 5.27 -1.54 3.47
N3 3.01 -1.44 0.53
H23 1.35 0.56 0.87
C25 0.87 -0.40 0.98
H24 3.59 -4.78 5.71
C26 4.60 -2.39 3.54
H25 -0.38 -1.75 -4.46
C27 1.36 0.01 -2.19
H26 5.07 -2.81 5.58
H27 -3.18 1.95 -0.85
H28 -2.13 -1.77 1.70
C28 -1.86 3.14 -2.12

Computed properties:
- energy above the lowest of the compared OMol25 structures with the same formula, charge and spin (kcal per mole) = 0.0
- SMILES string = CCN1CCC[C@H]1CNC(=O)c1ccc2c(c1)N(Cc1ccccc1F)C(=O)c1ccccc1S2(=O)=O
- total charge = 0
- electronic energy (Eh) = -2047.0956
- largest force on an atom (eV Å⁻¹) = 0.551

3.
A cluster of 11 separate species, C25H74NO21 in total at a distorted geometry, computed with wB97M-V/def2-TZVPD.

Geometry (Å):
C1 -0.73 1.62 0.49
H1 -2.86 -1.06 4.90
H2 0.92 5.16 5.19
H3 0.11 4.50 2.54
O1 -1.12 1.73 -6.01
O2 0.49 4.27 5.10
H4 4.19 0.38 -0.49
O3 1.77 -5.54 -1.69
H5 3.52 -1.22 4.38
H6 -3.14 -2.34 -2.80
H7 1.14 1.81 -5.77
H8 -5.83 1.19 0.33
C2 -5.22 1.28 -5.75
H9 -1.66 -4.12 -1.29
H10 -0.13 2.17 1.05
H11 5.32 2.26 0.63
H12 1.15 0.30 3.86
H13 1.99 -1.88 6.25
O4 -2.19 -3.29 -1.50
H14 5.25 -3.82 -0.37
C3 -5.04 -0.33 1.45
H15 1.57 2.30 -0.66
H16 -0.38 -0.61 5.93
H17 1.50 0.56 0.79
H18 0.35 -0.62 -5.95
H19 4.43 -3.71 1.03
O5 6.84 -4.13 1.47
H20 7.36 -2.37 0.39
C4 -4.92 0.91 0.61
H21 1.81 5.14 2.77
C5 -4.55 1.33 -4.45
H22 -1.74 1.56 -5.25
H23 -4.39 0.76 -0.21
H24 -1.36 2.56 0.03
H25 2.01 -4.30 -0.51
H26 1.33 -0.83 -0.61
O6 -5.46 -3.89 -2.85
H27 -0.24 -0.73 2.18
C6 0.74 1.70 -1.35
H28 2.65 3.01 2.12
O7 -1.99 3.13 5.11
H29 2.18 0.49 5.17
C7 -1.60 1.83 4.80
C8 6.53 -2.77 1.01
C9 -2.72 0.82 4.92
C10 1.22 4.32 2.78
C11 5.12 -3.02 0.36
C12 2.37 -4.38 -1.41
H30 -0.54 -0.88 -2.06
H31 -5.46 -4.77 -3.10
H32 4.96 5.16 -1.21
H33 -1.31 3.63 5.54
H34 2.64 -3.87 -3.57
N1 -0.10 0.81 -0.57
H35 -5.73 3.20 -6.09
C13 2.12 -3.41 -2.61
H36 0.69 -1.91 5.15
H37 -5.07 2.56 1.52
C14 0.84 -0.18 0.18
H38 -5.20 0.80 -3.67
C15 1.34 3.63 4.21
H39 -5.05 -2.84 -1.30
H40 0.14 2.31 -1.86
O8 -5.22 -1.52 0.79
H41 -5.64 -0.28 2.24
H42 1.09 2.53 4.16
O9 -6.15 2.28 -5.86
C16 -4.55 -3.68 -1.83
H43 -5.85 0.45 -5.69
H44 -1.96 0.45 -1.92
C17 0.13 1.45 -5.22
H45 6.28 -2.26 1.93
H46 -3.35 -0.04 -5.07
O10 -2.22 -0.35 4.64
C18 4.86 2.21 -0.38
H47 7.55 -4.04 2.22
C19 4.30 3.61 -0.61
O11 1.44 -0.12 -4.21
H48 3.25 3.95 -0.17
O12 5.21 4.58 -0.63
H49 -3.19 0.64 6.00
H50 -3.94 -0.18 2.03
C20 0.29 -0.04 -5.00
H51 -1.63 -0.65 -0.59
H52 -4.54 -4.57 -1.07
H53 -3.52 1.04 4.09
O13 1.79 3.37 1.81
H54 2.37 0.09 -4.87
H55 -4.62 1.50 -6.65
H56 3.87 -2.04 -0.86
H57 2.24 -1.44 -2.97
H58 -1.38 1.14 1.15
H59 4.17 3.40 -1.59
H60 -1.49 1.91 3.79
H61 -6.03 -1.43 0.37
H62 -0.53 -1.90 0.80
C21 -3.20 -3.31 -2.53
C22 1.32 -1.33 5.57
H63 0.14 2.17 -4.41
O14 1.23 -2.05 1.60
H64 1.07 -3.33 -2.56
O15 2.89 -0.92 3.78
H65 1.98 -5.68 -2.48
H66 -4.44 2.45 -4.24
H67 3.34 -4.70 -1.21
O16 -3.33 0.55 -4.28
O17 2.51 -2.06 -2.34
H68 2.46 3.77 4.64
O18 0.46 -0.54 6.39
O19 -4.28 1.95 1.44
H69 5.85 2.27 -0.88
H70 1.25 1.06 -2.18
H71 -2.91 -3.98 -3.25
C23 -1.03 -0.11 -1.35
O20 3.99 1.18 -0.64
H72 -0.64 -0.30 -4.42
O21 4.58 -1.89 -0.14
C24 1.80 -0.36 4.47
H73 1.60 -1.67 2.52
H74 -0.74 1.54 5.32
C25 0.27 -1.16 1.11

Computed properties:
- energy above the lowest of the compared OMol25 structures with the same formula, charge and spin (kcal per mole) = 56.7
- total charge = +1
- electronic energy (Eh) = -2630.7259
- largest force on an atom (eV Å⁻¹) = 11.387

4.
A cluster of 20 separate species, H39O20 in total at a distorted geometry, computed with wB97M-V/def2-TZVPD.

Geometry (Å):
O1 -3.50 -1.16 -2.80
O2 -1.44 -4.14 1.26
H1 1.96 -0.30 -2.03
H2 -0.49 -0.33 3.72
H3 -4.59 0.13 1.34
H4 4.18 0.72 -3.39
H5 3.38 -2.57 0.52
H6 0.78 -1.01 -2.64
O3 4.35 -1.56 3.01
H7 2.10 -0.22 2.11
O4 0.42 1.22 -0.29
O5 0.05 -0.77 4.32
H8 -3.78 -0.23 -2.88
H9 2.83 -0.28 -3.79
H10 0.72 1.31 0.64
H11 -1.10 4.22 1.52
H12 -4.63 2.17 -2.51
H13 -1.39 1.15 1.10
H14 -2.22 -3.88 1.23
H15 2.99 -4.39 -3.11
H16 -3.10 -1.78 1.02
H17 1.77 -3.39 -3.39
H18 2.52 1.33 2.60
O6 3.46 0.29 -3.63
H19 1.02 2.59 3.82
H20 2.43 -3.66 1.01
O7 -0.87 -0.95 -0.48
H21 4.28 -2.15 -1.91
H22 0.68 -1.45 3.91
H23 -2.42 3.51 1.48
O8 -1.08 0.46 -3.33
O9 -4.79 1.05 1.64
H24 -3.57 1.60 -1.52
O10 -1.33 1.96 1.57
H25 -2.28 5.02 -0.24
O11 2.61 -3.58 -3.28
O12 2.57 -2.67 1.09
H26 -2.14 -0.65 0.47
O13 -2.63 4.52 -1.16
H27 4.65 -3.38 -1.78
H28 -0.22 -1.56 -0.96
O14 -3.72 1.74 -2.42
O15 -2.02 4.33 1.85
O16 -2.80 -0.81 1.24
H29 1.35 4.24 3.58
H30 4.32 -1.94 2.07
O17 4.65 -2.64 -1.17
H31 -0.14 0.66 -3.34
H32 -2.12 1.97 2.21
O18 1.54 3.34 3.25
H33 3.82 -0.73 2.84
H34 -0.09 0.40 -0.16
H35 -0.91 -3.56 0.82
O19 1.70 -1.00 -2.69
O20 2.84 0.44 2.28
H36 -2.51 -0.76 -2.94
H37 -5.12 1.37 0.78
H38 -1.84 4.44 -1.75
H39 -1.44 0.79 -2.52

Computed properties:
- energy above the lowest of the compared OMol25 structures with the same formula, charge and spin (kcal per mole) = 213.5
- total charge = -1
- electronic energy (Eh) = -1528.0201
- largest force on an atom (eV Å⁻¹) = 11.378

Q: Which value of total charge does entry 1 give?
A: 0

Q: total charge of number 3 (C25H74NO21)?
A: +1

Repeat the first record exactly.
A structure of composition CBrIOS at a distorted geometry, computed with wB97M-V/def2-TZVPD.

Geometry (Å):
O1 -0.09 1.42 0.14
I1 2.52 -0.21 0.04
S1 -0.48 -1.19 -0.21
Br1 -2.39 -0.29 0.06
C1 0.44 0.27 -0.03

Computed properties:
- energy above the lowest of the compared OMol25 structures with the same formula, charge and spin (kcal per mole) = 9.8
- total charge = 0
- electronic energy (Eh) = -3383.2251
- largest force on an atom (eV Å⁻¹) = 6.213